# 1
This record from OMol25 describes a cluster of 2 separate species, C4H6N2O2 in total in a non-equilibrium geometry. The level of theory is wB97M-V/def2-TZVPD.

## Properties
M	114.10	u
ΔE to the lowest compared entry with this formula, charge and spin	447.68	kJ/mol
SMILES	C=NC(N)=O.C=C=O
gap between HOMO and LUMO	7.20	eV
LUMO level	-0.0268	Eh
charge	0
highest occupied orbital energy	-0.291	Ha

Geometry (Å):
C1 0.33204 -0.73661 -1.83970
C2 -0.72920 -1.14509 -1.10514
C3 0.84915 0.50251 0.65652
N1 1.47180 -0.07048 1.72769
C4 -1.56730 1.08091 0.54774
N2 -0.61774 0.25942 0.74885
O1 -1.74135 -1.77338 -1.08801
O2 1.40600 1.19185 -0.16734
H1 0.97787 -0.66023 2.37824
H2 2.47792 -0.12976 1.69700
H3 0.96454 -1.44581 -2.35740
H4 0.34312 0.29532 -2.16741
H5 -2.12826 0.98909 -0.39074
H6 -2.03860 1.64227 1.35971

Force components x, y, z for each atom (eV/Å):
C -1.23 0.12 0.50
C -0.05 -1.97 -4.16
C -0.78 -0.02 1.88
N 0.30 -0.24 -0.43
C -0.70 -1.94 0.27
N 2.40 2.46 -1.42
O 1.23 1.24 1.98
O -1.15 -0.54 0.80
H -0.07 0.13 -0.27
H -0.12 0.00 -0.03
H -0.26 -0.18 0.27
H 0.48 -0.02 0.59
H -0.39 0.29 0.11
H 0.35 0.67 -0.11

Atom charges from the Löwdin analysis, given in e for atoms 1 to 2:
1 C -0.023
2 C -0.295



# 2
This record from OMol25 describes the molecule C4H6N2O2 in a non-equilibrium geometry. The level of theory is wB97M-V/def2-TZVPD.

## Properties
M	114.10	u
ΔE to the lowest compared entry with this formula, charge and spin	712.32	kJ/mol
gap between HOMO and LUMO (alpha / beta)	9.03 / 7.37	eV
LUMO level (alpha / beta)	0.0206 / 0.0072	Eh
charge	0
highest occupied orbital energy (alpha / beta)	-0.311 / -0.264	Ha

Geometry (Å):
C1 0.17069 -0.81728 1.18051
N1 1.21521 0.01746 0.67793
C2 -0.47183 -0.87183 -0.15032
C3 0.07704 1.41925 -1.00217
C4 -0.83224 0.27459 -0.94527
O1 1.13460 1.22099 1.45212
O2 -0.91624 -2.08560 -0.53288
N2 0.12126 0.83619 -2.10586
H1 1.99380 1.63774 1.30672
H2 -1.07373 -2.10936 -1.48746
H3 0.59692 -1.79449 1.42392
H4 -0.43704 -0.44274 2.01011
H5 0.29283 2.38516 -0.56744
H6 -1.87128 0.32991 -1.25992

Force components x, y, z for each atom (eV/Å):
C -0.05 0.04 -1.02
N 1.26 0.33 1.70
C -1.20 -0.43 0.56
C -1.26 0.21 -1.25
C 0.53 0.36 -0.30
O 0.04 -0.34 -0.35
O 0.33 -0.36 -0.42
N 0.05 -0.02 0.97
H -0.06 -0.02 -0.13
H 0.01 0.08 0.10
H -0.15 -0.01 0.05
H 0.20 0.14 -0.08
H 0.32 -0.15 0.08
H -0.02 0.18 0.08

Atom charges from the Löwdin analysis, given in e for atoms 1 to 2:
1 C -0.181
2 N -0.032



# 3
This record from OMol25 describes the molecule C4H6N2O2 in a non-equilibrium geometry. The level of theory is wB97M-V/def2-TZVPD.

## Properties
M	114.10	u
ΔE to the lowest compared entry with this formula, charge and spin	277.83	kJ/mol
SMILES	Cc1ncc(O)n1O
gap between HOMO and LUMO	9.04	eV
LUMO level	0.0155	Eh
charge	0
highest occupied orbital energy	-0.317	Ha

Geometry (Å):
C1 2.11710 0.06880 0.05823
C2 0.73343 -0.41370 -0.00982
C3 -1.14026 -1.56055 -0.03817
C4 -1.52752 -0.28360 -0.04076
H1 2.44405 0.75475 -0.74104
H2 2.81847 -0.75692 0.01114
H3 2.27299 0.57601 1.00209
H4 -1.88969 -2.39241 -0.14264
H5 -2.85455 0.80571 0.80805
H6 0.04761 2.19335 -0.86399
N1 0.27580 -1.66728 -0.02605
N2 -0.32935 0.51054 -0.01319
O1 -2.76071 0.33138 -0.01969
O2 -0.20739 1.83394 0.01583

Force components x, y, z for each atom (eV/Å):
C 1.00 0.05 -0.18
C -2.23 -0.39 -0.18
C 0.06 -1.30 -0.39
C 0.34 2.76 0.41
H -0.54 -0.12 0.16
H -0.11 -0.28 0.09
H 0.11 0.23 0.23
H 1.41 0.73 0.35
H -0.02 0.14 0.24
H -0.37 -0.71 0.47
N -0.63 1.69 -0.16
N 0.07 -4.18 -0.52
O 0.81 -0.65 -0.50
O 0.10 2.03 -0.01

Atom charges from the Löwdin analysis, given in e for atoms 1 to 2:
1 C -0.024
2 C -0.340



# 4
This record from OMol25 describes the molecule C4H6N2O2 in a non-equilibrium geometry. The level of theory is wB97M-V/def2-TZVPD.

## Properties
M	114.10	u
ΔE to the lowest compared entry with this formula, charge and spin	498.64	kJ/mol
SMILES	[H]/N=C1/NO[C@H]2[C@@H](O)[C@@H]12
gap between HOMO and LUMO	10.55	eV
LUMO level	0.0272	Eh
charge	0
highest occupied orbital energy	-0.360	Ha

Geometry (Å):
C1 0.30815 0.89566 -1.05828
C2 0.41036 -0.61746 -1.01782
C3 -0.04875 -0.19942 1.29971
C4 0.82511 0.19555 0.14144
H1 -1.64273 0.94335 -1.42606
H2 1.16196 1.29048 -1.74195
H3 1.03849 -1.31260 -1.60595
H4 -1.69390 -1.39178 1.02784
H5 0.54333 0.80849 2.87590
H6 1.91340 0.12104 0.09738
N1 -0.73811 -1.37701 0.74832
N2 -0.22198 0.22566 2.54623
O1 -0.89231 1.46645 -1.14474
O2 -0.96303 -1.04841 -0.74203

Force components x, y, z for each atom (eV/Å):
C 2.85 -0.96 -2.84
C -2.60 -0.24 -1.11
C -0.43 0.18 2.26
C 1.60 -0.71 0.58
H 0.34 -0.82 -0.01
H -1.74 0.09 1.37
H -0.51 0.63 0.44
H -0.91 -0.27 0.86
H -0.16 0.44 -0.53
H -0.11 0.71 1.25
N -0.62 1.88 -0.98
N 0.47 -2.27 -3.71
O -0.92 2.31 0.26
O 2.74 -0.98 2.16

Atom charges from the Löwdin analysis, given in e for atoms 1 to 2:
1 C -0.314
2 C -0.206



# 5
This record from OMol25 describes the molecule C4H6N2O2 in a non-equilibrium geometry. The level of theory is wB97M-V/def2-TZVPD.

## Properties
M	114.10	u
ΔE to the lowest compared entry with this formula, charge and spin	539.58	kJ/mol
SMILES	Nc1cc(O)c(O)[nH]1
gap between HOMO and LUMO	7.45	eV
LUMO level	0.0089	Eh
charge	0
highest occupied orbital energy	-0.265	Ha

Geometry (Å):
C1 1.06542 0.44461 0.71197
C2 -0.14318 -0.02991 1.44770
C3 -1.02092 -0.25144 0.34522
C4 -0.42703 -0.05722 -0.85577
H1 2.89188 -0.11256 1.51767
H2 2.49279 1.74763 1.56386
H3 -0.71101 0.21016 2.37568
H4 -2.12252 -1.28822 -0.50035
H5 -0.54693 0.01774 -2.86019
H6 1.50998 0.75357 -1.20480
N1 2.43265 0.79821 0.98203
N2 0.77800 0.59221 -0.60861
O1 -2.22081 -0.59147 0.38451
O2 -0.63349 -0.87072 -2.05957

Force components x, y, z for each atom (eV/Å):
C -1.39 0.77 1.88
C 1.19 2.03 -2.55
C 5.23 1.85 0.08
C 1.38 0.05 -1.94
H -1.40 3.62 -1.41
H 0.10 -3.10 -1.15
H 1.70 -0.45 -0.18
H -1.97 2.50 3.35
H -0.75 -4.49 3.24
H 1.97 0.08 -1.84
N 0.67 -0.44 3.38
N -1.73 -2.88 2.06
O -5.60 -6.03 -3.08
O 0.61 6.49 -1.86

Atom charges from the Löwdin analysis, given in e for atoms 1 to 2:
1 C -0.357
2 C 0.073



# 6
This record from OMol25 describes the molecule C4H6N2O2 in a non-equilibrium geometry. The level of theory is wB97M-V/def2-TZVPD.

## Properties
M	114.10	u
ΔE to the lowest compared entry with this formula, charge and spin	315.62	kJ/mol
SMILES	C=NN1C[C@H]1C(=O)O
gap between HOMO and LUMO	10.12	eV
LUMO level	0.0334	Eh
charge	0
highest occupied orbital energy	-0.339	Ha

Geometry (Å):
C1 -1.95543 0.16677 -0.37612
C2 -0.61483 -0.40747 -0.38312
C3 0.01028 -0.97990 0.87884
C4 2.59519 0.73307 -0.47380
H1 -3.00120 1.29443 0.62544
H2 -0.46754 -1.05422 -1.24893
H3 0.57310 -1.91939 0.70820
H4 -0.38415 -0.89480 1.89215
H5 3.50933 0.32034 -0.88118
H6 2.55356 1.80018 -0.22110
N1 0.50888 0.17014 0.29250
N2 1.65241 -0.11012 -0.42680
O1 -2.10134 1.12614 0.59275
O2 -2.87827 -0.24517 -0.97881

Force components x, y, z for each atom (eV/Å):
C 0.79 1.32 2.63
C -0.28 -1.66 0.06
C -0.61 -2.30 0.66
C -0.51 0.03 -0.29
H -3.02 0.74 0.15
H 0.37 0.34 0.13
H -0.34 0.68 0.00
H -0.25 0.23 -0.43
H 0.10 0.31 -0.34
H -0.17 -0.39 0.47
N 0.20 3.05 -0.67
N 2.17 -0.87 -0.22
O 3.02 -0.78 -0.59
O -1.47 -0.72 -1.56

Atom charges from the Löwdin analysis, given in e for atoms 1 to 2:
1 C -0.501
2 C -0.162



# 7
This record from OMol25 describes the molecule C4H6N2O2 in a non-equilibrium geometry. The level of theory is wB97M-V/def2-TZVPD.

## Properties
M	114.10	u
ΔE to the lowest compared entry with this formula, charge and spin	477.40	kJ/mol
SMILES	O=C(/C=N/O)N1CC1
gap between HOMO and LUMO	10.18	eV
LUMO level	0.0088	Eh
charge	0
highest occupied orbital energy	-0.365	Ha

Geometry (Å):
C1 -1.50301 0.77069 -0.07132
C2 -0.07851 0.74917 -0.06282
C3 1.77056 -0.66258 -0.76749
C4 1.79869 -0.32384 0.77282
H1 -3.76817 -1.17202 0.18049
H2 -2.06331 1.66400 0.07086
H3 2.06756 -1.54990 -1.22212
H4 2.16784 0.14103 -1.18179
H5 2.22892 -1.08173 1.42605
H6 1.99288 0.74858 0.85167
N1 -2.08266 -0.33365 -0.05719
N2 0.53531 -0.47554 0.13658
O1 -3.51683 -0.28804 0.02051
O2 0.45074 1.81384 -0.09625

Force components x, y, z for each atom (eV/Å):
C -2.39 -0.38 0.28
C -0.25 0.46 0.09
C -1.71 -0.44 5.25
C 1.43 -0.29 -2.12
H -0.11 -1.73 0.18
H -0.09 0.99 -0.23
H -0.33 -1.85 -0.07
H 0.85 3.78 -2.44
H -0.74 0.31 0.22
H 0.79 -0.52 0.76
N -2.29 -2.45 0.01
N 1.02 -2.20 -1.39
O 2.19 2.62 -0.34
O 1.63 1.71 -0.19

Atom charges from the Löwdin analysis, given in e for atoms 1 to 2:
1 C -0.081
2 C -0.492



# 8
This record from OMol25 describes the molecule C4H6N2O2 in a non-equilibrium geometry. The level of theory is wB97M-V/def2-TZVPD.

## Properties
M	114.10	u
ΔE to the lowest compared entry with this formula, charge and spin	360.39	kJ/mol
SMILES	O=C(O)/C=N/N1CC1
gap between HOMO and LUMO	9.37	eV
LUMO level	-0.0180	Eh
charge	0
highest occupied orbital energy	-0.362	Ha

Geometry (Å):
C1 1.41364 -1.21003 1.90515
C2 1.17371 -0.72432 0.53556
C3 -0.54103 1.47507 -1.13307
C4 -1.50566 0.28999 -1.54260
H1 -0.27529 -0.38789 2.03476
H2 2.10819 -0.63480 -0.14373
H3 -0.04716 2.20112 -1.88264
H4 -0.79429 1.98861 -0.23627
H5 -2.27382 -0.04727 -0.84661
H6 -1.79510 0.12498 -2.64555
N1 -0.03738 -0.29826 0.16581
N2 -0.09847 0.06214 -1.13776
O1 0.31004 -0.93608 2.66078
O2 2.36262 -1.90325 2.26615

Force components x, y, z for each atom (eV/Å):
C -0.37 -1.69 1.53
C -0.48 1.92 -3.05
C -1.04 -0.14 -3.05
C 0.83 1.52 -1.26
H 0.65 -1.03 1.25
H -1.87 -0.44 0.84
H -0.92 -1.69 0.98
H 0.06 -0.22 0.92
H 0.34 0.36 0.07
H 0.98 0.18 1.90
N 3.99 -2.87 3.05
N -0.53 1.48 -1.56
O 0.37 0.65 -0.83
O -2.01 1.95 -0.81

Atom charges from the Löwdin analysis, given in e for atoms 1 to 2:
1 C -0.496
2 C 0.002



# 9
This record from OMol25 describes the molecule C4H6N2O2 in a non-equilibrium geometry. The level of theory is wB97M-V/def2-TZVPD.

## Properties
M	114.10	u
ΔE to the lowest compared entry with this formula, charge and spin	359.43	kJ/mol
SMILES	Cc1c(O)cnn1O
gap between HOMO and LUMO	9.28	eV
LUMO level	0.0296	Eh
charge	0
highest occupied orbital energy	-0.311	Ha

Geometry (Å):
C1 -0.29595 -1.83316 -0.04145
C2 -1.02203 -0.62694 0.07133
C3 -0.07794 0.38946 0.07219
C4 -0.15122 1.87760 -0.07310
N1 1.01102 -1.51857 -0.10448
N2 1.15678 -0.25256 0.00599
O1 -2.35634 -0.56472 0.15294
O2 2.39954 0.29096 -0.02185
H1 -0.64067 -2.84880 -0.09996
H2 0.77912 2.37959 -0.14991
H3 -0.68357 2.24829 -0.86159
H4 -0.50042 2.34524 0.78905
H5 -2.66069 -1.37246 0.44808
H6 3.04237 -0.51392 -0.18726

Force components x, y, z for each atom (eV/Å):
C 0.99 1.75 -0.06
C 1.67 -1.16 -0.08
C 1.20 1.18 -0.49
C 1.15 -1.15 1.49
N 0.77 -2.53 0.31
N -3.00 -0.23 -0.30
O -0.05 3.39 -0.89
O 1.95 -1.27 -0.46
H 0.07 -0.10 -0.01
H 1.49 -0.24 -0.33
H -1.79 0.42 -2.23
H -1.23 0.60 1.69
H -1.12 -2.59 0.92
H -2.10 1.95 0.43

Atom charges from the Löwdin analysis, given in e for atoms 1 to 2:
1 C -0.069
2 C -0.294



The calculation returns the following DFT total energy values, one per record and in order: -11316.40203 -11313.65923 -11318.16242 -11315.87384 -11315.44952 -11317.77068 -11316.09397 -11317.30668 -11317.31661 eV.